Record 1
{
  "formula": "C9H10AlNO6",
  "method": "ωB97M-V/def2-TZVPD",
  "lumo_energy_ha": -0.3508,
  "homo_ev": -15.66,
  "largest_force_ev_per_a": 5.952,
  "total_charge": 2,
  "symbols": ["Al", "C", "O", "C", "O", "C", "H", "H", "H", "C", "O", "C", "H", "O", "C", "H", "H", "C", "N", "H", "H", "H", "H", "C", "C", "O", "O"],
  "positions_angstrom": [[1.049014, 0.308714, -1.543144], [2.177698, -1.550729, -1.190909], [2.431681, 3.171393, -2.407344], [-0.679347, 0.500637, 3.429291], [-0.900442, 2.052365, -3.472470], [2.206530, 2.093668, -2.055202], [-1.691362, 0.116861, 3.490500], [1.357767, -0.906492, 3.235323], [-0.669382, 1.582641, 3.486275], [1.119817, -0.783215, -3.851673], [-2.654852, -4.490862, -1.797850], [-0.607443, 0.453834, 1.001837], [0.967680, -1.753072, 1.701679], [3.037356, -2.270738, -0.889865], [-0.448923, 1.167768, -2.797240], [-0.969431, 0.053434, -2.622786], [-1.515173, 2.185508, 0.234843], [1.125751, -0.758610, 2.172702], [-0.077076, 0.078275, 2.158892], [-2.348812, 1.675934, 1.723192], [1.994102, -0.257571, 1.691095], [-0.038612, 0.057017, 4.175349], [-2.559345, 0.706475, 0.245446], [-1.726129, -3.827011, -1.862752], [-1.833615, 1.307075, 0.823389], [-0.067310, -0.033233, -0.110508], [1.319870, -0.880074, -4.968062]],
  "forces_ev_per_angstrom": [[-2.8, 0.8, -0.6], [4.8, -2.9, 1.8], [-1.2, -4.5, 1.2], [0.2, -0.1, -0.2], [1.1, -1.7, 1.4], [1.8, 4.2, -0.7], [-0.1, 0.0, 0.2], [0.2, -0.1, -0.5], [0.0, 0.1, 0.2], [0.7, -0.1, -2.6], [2.3, 1.6, -0.2], [0.4, -0.9, 0.7], [-0.1, 0.7, 0.3], [-4.6, 3.4, -1.6], [-0.3, -1.4, 0.4], [-0.5, 1.7, -1.0], [-0.3, -0.3, 0.0], [0.5, -0.4, 0.3], [-0.7, 0.6, -2.5], [0.5, -0.3, -0.2], [-0.6, -0.1, 0.3], [-0.3, 0.2, 0.5], [0.3, 0.4, 0.1], [-2.2, -1.6, 0.2], [0.1, 0.0, 0.0], [1.5, 0.7, -0.4], [-0.6, 0.2, 2.9]],
  "mulliken_charge": [0.573, 0.496, -0.106, -0.872, -0.333, 0.374, 0.386, 0.295, 0.383, 0.196, -0.139, 0.540, 0.258, -0.065, 0.106, 0.097, 0.311, -0.606, 0.032, 0.421, 0.218, 0.274, 0.317, 0.131, -0.963, -0.228, -0.098]
}

***

Record 2
{
  "formula": "C9H10Cl2NO2",
  "method": "ωB97M-V/def2-TZVPD",
  "lumo_energy_ha": -0.1913,
  "homo_ev": -13.88,
  "largest_force_ev_per_a": 3.370,
  "total_charge": 1,
  "smiles": "C[C@H](Cl)[C@@H](Cl)c1c[nH+]ccc1C(=O)O",
  "symbols": ["O", "Cl", "Cl", "C", "H", "H", "H", "C", "C", "H", "C", "C", "H", "H", "O", "C", "H", "C", "H", "C", "H", "H", "C", "N"],
  "positions_angstrom": [[-0.020298, 2.311678, -1.651132], [1.309466, -0.443836, -1.827553], [1.378945, 1.601423, 1.698759], [2.051097, -0.473367, -0.169373], [-2.636546, -2.879873, 0.793876], [-3.465767, 1.007579, -0.932992], [1.228588, -0.767320, 1.830420], [3.429659, 0.306751, -0.099321], [-3.158286, -1.031678, -0.058851], [3.778443, 0.461849, 0.957865], [-0.829705, 2.115904, -0.534848], [-2.739560, 0.322446, -0.435229], [-0.373396, -2.333170, 1.396676], [3.423305, 1.241902, -0.713501], [-1.141031, 3.095771, 0.078877], [1.026536, -0.027096, 0.999636], [-4.192204, -1.395678, -0.296496], [-0.457214, -0.248679, 0.582034], [2.311215, -1.553629, 0.035516], [-1.341564, 0.700932, -0.118262], [4.191643, -0.384250, -0.569347], [-0.426927, 1.878265, -2.428374], [-1.029306, -1.572728, 0.893210], [-2.317091, -1.933194, 0.568411]],
  "forces_ev_per_angstrom": [[-1.4, -1.1, 0.7], [0.5, -0.1, 0.7], [-0.6, -0.8, -0.6], [0.9, 0.1, 1.2], [0.0, 0.5, -0.1], [0.8, -0.7, 0.5], [-0.2, 1.0, -0.8], [0.2, -1.0, -0.8], [0.2, 1.5, -0.6], [-0.6, 0.0, -1.1], [0.0, 1.7, -0.6], [1.9, -2.3, 1.6], [-1.0, 0.8, -0.6], [-0.2, -0.7, 0.9], [-0.1, -1.4, 0.3], [0.1, -1.1, -0.4], [1.2, 0.4, 0.4], [-2.4, -1.1, -0.2], [-0.6, 1.1, -0.3], [-0.4, -1.5, -0.1], [-0.8, 0.8, 0.4], [0.6, -0.1, 0.4], [0.9, 1.8, -0.3], [0.9, 2.3, -0.6]],
  "mulliken_charge": [-0.424, -0.158, -0.093, 0.255, 0.310, 0.457, 0.419, -1.286, -0.377, 0.368, 0.163, -0.595, 0.376, 0.329, -0.391, -0.232, 0.376, 0.168, 0.348, 1.005, 0.380, 0.371, -0.765, -0.003]
}